Entry a
# C2H5N2O

A cluster of 2 separate species, C2H5N2O in total (the ωB97M-V functional and the def2-TZVPD basis, the OMol25 dataset).

Element x y z (Å)
O: -2.58 -0.47 0.45
N: 0.60 -1.42 0.28
N: 0.15 1.54 0.16
C: -1.77 -0.14 -0.35
C: -0.53 0.51 0.06
H: -1.54 -0.64 -1.33
H: 1.22 -1.29 1.13
H: -0.23 -2.03 0.49
H: 1.20 1.44 0.41
H: -0.26 2.49 0.03

Summary:
net charge: +1
LUMO (spin up / spin down): -6.8508 / -6.2812 eV
gap between HOMO and LUMO (spin up / spin down): 8.803 / 9.068 eV
2S+1: 1

Results of the Mulliken charge analysis, in e, for atoms 1 through 8: O -0.305; N -0.513; N -0.224; C -0.089; C 0.521; H 0.343; H 0.294; H 0.324

=====

Entry b
# C2H5N2O

A structure of composition C2H5N2O (the ωB97M-V functional and the def2-TZVPD basis, the OMol25 dataset).

Element x y z (Å)
O: -2.63 -0.39 -0.06
N: -1.63 0.27 -0.01
N: 0.45 1.49 -0.11
C: -0.45 0.52 -0.02
C: 0.60 -1.22 -0.04
H: 1.33 1.14 0.16
H: 1.19 -1.33 0.85
H: -0.26 -2.06 0.04
H: 0.22 2.52 0.11
H: 1.17 -0.92 -0.91

Summary:
net charge: +1
LUMO (spin up / spin down): -7.6162 / -7.6180 eV
gap between HOMO and LUMO (spin up / spin down): 7.383 / 7.382 eV
2S+1: 1

Results of the Mulliken charge analysis, in e, for atoms 1 through 8: O -0.333; N 0.499; N -0.405; C 0.415; C -0.837; H 0.252; H 0.364; H 0.361

=====

Which of them is the most stable? Correct choice: entry a.

=====

Entry a
# C2H5N2O

A structure of composition C2H5N2O (the ωB97M-V functional and the def2-TZVPD basis, the OMol25 dataset).

Element x y z (Å)
O: -1.33 1.87 -0.87
N: -2.48 1.66 -0.99
N: 0.38 0.28 0.17
C: -0.17 -0.52 1.06
C: -0.11 0.54 -1.08
H: -0.90 -0.05 -1.64
H: 0.66 1.01 -1.83
H: 1.26 0.74 0.63
H: -0.94 -1.11 0.73
H: 0.21 -0.54 2.03

Summary:
net charge: +1
LUMO (spin up / spin down): -5.7961 / -5.8316 eV
gap between HOMO and LUMO (spin up / spin down): 8.628 / 7.407 eV
2S+1: 1

Results of the Mulliken charge analysis, in e, for atoms 1 through 8: O -0.027; N 0.188; N -0.107; C -0.326; C -0.321; H 0.345; H 0.292; H 0.351

=====

Entry b
# C2H5N2O

A cluster of 2 separate species, C2H5N2O in total (the ωB97M-V functional and the def2-TZVPD basis, the OMol25 dataset).

Element x y z (Å)
O: -0.14 1.75 1.73
N: 0.76 0.33 -1.39
N: -0.34 -1.94 0.55
C: -0.41 1.31 0.66
C: 0.28 0.47 -0.24
H: -1.42 1.42 0.19
H: -1.16 -1.77 1.12
H: 0.47 -2.10 1.16
H: 1.03 1.13 -1.99
H: 0.94 -0.60 -1.78

Summary:
net charge: +1
LUMO (spin up / spin down): -7.6638 / -6.0180 eV
gap between HOMO and LUMO (spin up / spin down): 8.080 / 9.634 eV
2S+1: 1

Results of the Mulliken charge analysis, in e, for atoms 1 through 8: O -0.306; N -0.200; N -0.466; C 0.168; C 0.281; H 0.322; H 0.282; H 0.295

=====

Which of them is the most stable? Correct choice: entry b.

=====

Entry a
# H11O5

A cluster of 5 separate species, H11O5 in total (the ωB97M-V functional and the def2-TZVPD basis, the OMol25 dataset).

Element x y z (Å)
O: 2.75 0.90 -1.42
O: 0.79 -0.71 1.96
O: -1.66 -0.78 -0.85
O: 0.81 -0.66 -0.63
O: -2.76 1.05 0.89
H: -2.31 -1.00 -1.52
H: 3.51 0.41 -1.09
H: -0.21 -0.78 -0.77
H: -3.34 0.67 1.55
H: -2.16 -0.15 -0.26
H: -2.98 1.97 0.72
H: 1.56 -1.19 2.33
H: 0.56 -0.09 2.68
H: 1.43 -0.17 -1.21
H: 3.18 1.65 -1.87
H: 0.97 -0.49 0.35

Summary:
net charge: +1
LUMO: -2.9288 eV
gap between HOMO and LUMO: 12.957 eV
2S+1: 1

Results of the Mulliken charge analysis, in e, for atoms 1 through 8: O -0.670; O -0.678; O -0.654; O -0.426; O -0.689; H 0.343; H 0.325; H 0.496

=====

Entry b
# H11O5

A cluster of 5 separate species, H11O5 in total (the ωB97M-V functional and the def2-TZVPD basis, the OMol25 dataset).

Element x y z (Å)
O: -2.70 1.01 1.08
O: -0.27 0.82 1.45
O: 3.94 -0.93 -1.10
O: -0.60 1.19 -1.14
O: 0.00 -1.66 -0.02
H: -0.18 0.69 -1.85
H: -0.74 2.05 -1.55
H: -1.31 0.70 1.64
H: 0.04 -0.06 1.77
H: -3.45 0.57 1.49
H: 3.94 -1.64 -0.47
H: 0.90 -1.83 0.26
H: -0.39 0.54 0.47
H: -2.94 1.88 0.76
H: -0.32 -2.03 -0.83
H: 4.09 -1.29 -1.98

Summary:
net charge: +1
LUMO: -3.4327 eV
gap between HOMO and LUMO: 10.969 eV
2S+1: 1

Results of the Mulliken charge analysis, in e, for atoms 1 through 8: O -0.624; O -0.442; O -0.643; O -0.620; O -0.641; H 0.301; H 0.294; H 0.510

=====

Which of them is the most stable? Correct choice: entry a.

=====

Entry a
# C3H14NO4

A cluster of 5 separate species, C3H14NO4 in total (the ωB97M-V functional and the def2-TZVPD basis, the OMol25 dataset).

Element x y z (Å)
O: -2.64 -0.68 -0.25
O: 0.44 1.75 1.28
O: 4.36 0.54 0.26
O: -2.46 1.97 0.65
N: 1.18 0.30 -0.83
C: 1.13 -1.31 -1.15
C: -1.04 -2.31 0.22
C: -2.00 -1.63 -0.60
H: -0.51 1.70 1.15
H: -2.45 -2.21 -1.44
H: -2.74 1.20 0.13
H: -0.38 -1.73 0.87
H: 4.94 -0.10 0.70
H: 0.41 -1.21 -1.96
H: 2.07 0.71 -1.16
H: 0.25 0.53 -1.16
H: -3.27 2.48 0.82
H: 1.26 0.38 0.18
H: -0.39 -2.96 -0.41
H: 2.03 -1.48 -1.75
H: 0.53 1.81 2.23
H: 4.74 1.34 0.68

Summary:
net charge: +1
LUMO: -7.4426 eV
gap between HOMO and LUMO: 6.416 eV
2S+1: 1

Results of the Mulliken charge analysis, in e, for atoms 1 through 8: O -0.456; O -0.647; O -0.625; O -0.660; N -0.340; C -0.873; C -0.485; C 0.117

=====

Entry b
# C3H14NO4

A cluster of 3 separate species, C3H14NO4 in total (the ωB97M-V functional and the def2-TZVPD basis, the OMol25 dataset).

Element x y z (Å)
O: 1.59 2.78 0.47
O: 1.62 -0.48 -0.73
O: -0.28 0.02 2.41
O: -0.50 -1.84 -2.39
N: -0.72 0.71 -0.83
C: 0.82 -0.75 0.38
C: -1.34 0.07 1.43
C: -0.68 -0.45 0.16
H: 0.29 0.70 -1.45
H: -0.81 1.48 -0.26
H: 1.38 -0.04 1.00
H: 2.42 2.41 0.84
H: -0.50 -0.44 3.15
H: 1.80 3.56 -0.12
H: -1.37 -1.30 -0.01
H: -0.49 -2.66 -1.96
H: 0.76 -1.78 0.85
H: -1.41 1.18 1.42
H: -1.56 0.59 -1.63
H: -0.45 -2.18 -3.31
H: 1.71 -1.21 -1.29
H: -2.29 -0.37 1.87

Summary:
net charge: +1
LUMO: -3.1199 eV
gap between HOMO and LUMO: 10.997 eV
2S+1: 1

Results of the Mulliken charge analysis, in e, for atoms 1 through 8: O -0.614; O -0.523; O -0.471; O -0.577; N -0.336; C -0.427; C -0.667; C 0.293

=====

Entry c
# C3H14NO4

A cluster of 4 separate species, C3H14NO4 in total (the ωB97M-V functional and the def2-TZVPD basis, the OMol25 dataset).

Element x y z (Å)
O: 0.63 -1.76 -2.69
O: -5.30 -1.10 -3.84
O: 3.94 1.62 0.64
O: -1.20 0.04 -0.21
N: 1.24 1.64 1.27
C: -1.50 -0.35 0.90
C: -0.48 -0.12 2.16
C: 0.88 0.08 1.58
H: 0.98 -0.50 0.60
H: -2.31 -0.92 1.12
H: 0.78 -1.66 -3.61
H: 4.36 0.78 0.90
H: -5.37 -1.82 -4.47
H: -6.07 -0.58 -3.71
H: -0.39 -1.06 2.70
H: -0.74 0.74 2.99
H: 1.71 -0.26 2.30
H: 2.27 1.61 1.20
H: 4.49 2.32 0.35
H: 0.46 -2.72 -2.62
H: 0.72 1.78 0.38
H: 0.91 2.25 2.07

Summary:
net charge: +1
LUMO: -3.0380 eV
gap between HOMO and LUMO: 10.080 eV
2S+1: 1

Results of the Mulliken charge analysis, in e, for atoms 1 through 8: O -0.616; O -0.650; O -0.664; O -0.437; N -0.271; C -0.017; C -0.508; C -0.679

=====

Which of them is the most stable? Correct choice: entry c.

=====

Entry a
# C2H12N2O3

A cluster of 4 separate species, C2H12N2O3 in total (the ωB97M-V functional and the def2-TZVPD basis, the OMol25 dataset).

Element x y z (Å)
O: 1.69 3.62 -0.08
O: 0.13 1.83 2.08
O: 0.32 0.99 -2.90
N: 0.96 -3.12 -0.53
N: -0.93 -1.89 -0.11
C: 0.07 -2.74 0.29
C: -1.72 -1.10 0.81
H: -0.33 2.46 2.64
H: 0.42 0.42 -2.13
H: 1.64 -3.71 -0.09
H: -2.56 -1.68 1.19
H: -0.06 -3.10 1.32
H: 0.50 0.38 -3.63
H: -1.12 -0.75 1.64
H: 0.64 2.36 1.44
H: -2.14 -0.28 0.24
H: 0.98 3.40 -0.70
H: -0.60 -1.49 -0.99
H: 2.11 4.39 -0.48

Summary:
SMILES: [H]/N=C/NC.O.O.O
LUMO: 0.5729 eV
gap between HOMO and LUMO: 9.371 eV
2S+1: 1

Results of the Mulliken charge analysis, in e, for atoms 1 through 8: O -0.657; O -0.620; O -0.650; N -0.681; N -0.290; C 0.059; C -0.809; H 0.309

=====

Entry b
# C2H12N2O3

A cluster of 4 separate species, C2H12N2O3 in total (the ωB97M-V functional and the def2-TZVPD basis, the OMol25 dataset).

Element x y z (Å)
O: -2.24 -1.40 -0.35
O: 0.29 -2.69 0.85
O: -1.14 1.42 -2.59
N: 2.54 0.39 0.40
N: 0.27 0.87 -0.07
C: -0.03 1.42 1.22
C: 1.37 0.40 -0.39
H: -0.62 -2.52 0.57
H: -2.89 -0.68 -0.37
H: 2.88 -0.55 0.42
H: -1.62 2.21 -2.31
H: -1.09 1.55 1.36
H: -1.79 -1.32 -1.19
H: 0.56 2.29 1.47
H: -1.12 0.92 -1.76
H: 1.62 -0.17 -1.28
H: 0.35 -3.65 0.77
H: 0.13 0.63 1.98
H: 2.52 0.88 1.27

Summary:
SMILES: C/N=C\N.O.O.O
LUMO: 0.6042 eV
gap between HOMO and LUMO: 9.828 eV
2S+1: 1

Results of the Mulliken charge analysis, in e, for atoms 1 through 8: O -0.652; O -0.608; O -0.633; N -0.512; N -0.124; C -1.167; C 0.043; H 0.327

=====

Which of them is the most stable? Correct choice: entry a.

=====

Entry a
# C2H12N2O3

A cluster of 4 separate species, C2H12N2O3 in total (the ωB97M-V functional and the def2-TZVPD basis, the OMol25 dataset).

Element x y z (Å)
O: 2.61 1.42 -1.58
O: 0.07 2.45 -0.90
O: -0.74 -2.18 -1.63
N: 0.71 -1.20 2.28
N: -1.63 0.20 -0.27
C: 0.19 -0.44 1.22
C: -1.10 -0.38 0.92
H: 1.38 -0.69 2.85
H: -0.67 -2.12 -2.56
H: 1.70 1.79 -1.49
H: -1.77 -0.87 1.63
H: 0.51 2.68 -0.07
H: -1.85 -0.58 -0.88
H: 0.94 0.14 0.70
H: 2.63 0.54 -1.20
H: -0.47 1.64 -0.69
H: 0.02 -1.39 3.00
H: -0.05 -1.68 -1.24
H: -2.51 0.66 -0.09

Summary:
SMILES: N/C=C/N.O.O.O
LUMO: 0.6308 eV
gap between HOMO and LUMO: 9.593 eV
2S+1: 1

Results of the Mulliken charge analysis, in e, for atoms 1 through 8: O -0.663; O -0.787; O -0.665; N -0.605; N -0.596; C 0.090; C -0.261; H 0.266

=====

Entry b
# C2H12N2O3

A cluster of 4 separate species, C2H12N2O3 in total (the ωB97M-V functional and the def2-TZVPD basis, the OMol25 dataset).

Element x y z (Å)
O: 1.48 2.20 0.22
O: 0.97 -1.99 -0.74
O: 2.20 0.22 -1.76
N: -1.41 -0.70 0.48
N: -1.12 0.56 2.41
C: -2.06 -0.65 -0.82
C: -1.17 0.47 1.14
H: -0.90 1.31 0.50
H: -0.85 1.51 2.64
H: 1.29 -2.84 -0.42
H: 2.04 0.39 -2.69
H: -2.06 -1.64 -1.26
H: -1.48 0.02 -1.45
H: 1.67 1.60 -0.52
H: -3.09 -0.31 -0.74
H: 0.64 -1.52 0.04
H: -1.62 -1.47 1.10
H: 1.83 -0.66 -1.57
H: 1.81 1.75 1.00

Summary:
SMILES: [H]/N=C/NC.O.O.O
LUMO: 0.4876 eV
gap between HOMO and LUMO: 9.705 eV
2S+1: 1

Results of the Mulliken charge analysis, in e, for atoms 1 through 8: O -0.650; O -0.697; O -0.718; N -0.249; N -0.760; C -0.903; C 0.052; H 0.411

=====

Which of them is the most stable? Correct choice: entry b.